Entry 1:
Formula: C51H43AsIrN10S2
Source: the Open Molecules 2025 dataset
Level of theory: ωB97M-V/def2-TZVPD

Results
Net charge: +2
Energy above the lowest of the compared OMol25 structures with the same formula, charge and spin (eV): 3.655
<S²>: 8.8624
2S+1: 6
HOMO level (spin up / spin down) (eV): -11.21 / -12.74

Element x y z (Å)
Ir: 0.00436 -0.12194 1.19548
C: -2.32003 -5.73441 0.30364
C: -1.41790 -5.80476 1.36672
C: -0.83772 -4.66494 1.90363
C: -1.18274 -3.43265 1.36347
C: -0.78814 -2.05672 1.63312
N: -1.55015 -1.28976 0.92216
C: -2.35643 -1.95645 0.03448
N: -3.09951 -1.32141 -0.85418
C: -2.94529 -0.01496 -0.95326
C: -3.89650 0.88102 -1.60688
C: -5.10490 0.66708 -2.23785
C: -5.80731 1.79256 -2.66491
C: -5.29869 3.07377 -2.48717
C: -4.06677 3.28311 -1.87047
C: -3.39063 2.17024 -1.41609
C: -2.15096 2.00169 -0.64707
N: -1.46395 3.04558 -0.20063
C: -0.54785 3.05444 0.72374
N: 0.04067 2.04194 1.45544
C: 0.84411 2.64990 2.40838
N: 1.62491 2.09341 3.29112
C: 2.02802 0.83848 3.23251
N: 1.80421 0.00785 2.14954
C: 2.58244 -1.07640 2.28318
N: 1.61196 -1.77607 0.18375
C: 3.31634 -1.02799 3.50746
C: 4.22663 -1.88811 4.12411
C: 4.77522 -1.49335 5.33085
C: 4.43480 -0.27122 5.91952
C: 3.52708 0.58930 5.32469
C: 2.96078 0.19878 4.12024
C: 0.76097 4.09825 2.29364
C: 1.33189 5.12580 3.02203
C: 1.05035 6.42545 2.61553
C: 0.23841 6.67732 1.51271
C: -0.33954 5.63984 0.78839
C: -0.06273 4.35209 1.20173
N: -1.89869 0.71350 -0.42653
C: -2.16177 -3.36213 0.32097
C: -2.70934 -4.51156 -0.22549
H: -2.74092 -6.64748 -0.09510
H: -1.17401 -6.76900 1.79225
H: -0.15907 -4.75079 2.74194
H: -5.49340 -0.33160 -2.38480
H: -6.77618 1.67048 -3.13049
H: -5.88290 3.92170 -2.81861
H: -3.65135 4.27425 -1.74909
H: 4.48261 -2.84115 3.68388
H: 5.47255 -2.14681 5.83698
H: 4.88737 0.00014 6.86346
H: 3.25870 1.53494 5.77572
H: 1.96209 4.91500 3.87512
H: 1.45804 7.25714 3.17375
H: 0.03621 7.70146 1.22979
H: -0.98912 5.81490 -0.05830
H: -3.42828 -4.45366 -1.03261
C: 2.95463 0.47050 -1.64891
N: 4.34202 0.07362 -1.30430
C: 4.86727 -0.90726 -2.27927
C: 4.49774 -0.38900 0.14030
C: 4.08267 -1.79388 0.49100
C: 5.02289 -2.78820 0.43848
C: 4.80262 -4.08574 0.92116
C: 3.58287 -4.39458 1.55812
C: 2.61657 -3.45799 1.68513
C: 2.72783 -2.06136 1.14512
H: 2.91972 0.85501 -2.66547
H: 2.60350 1.23881 -0.96178
H: 2.28909 -0.37869 -1.55660
H: 4.92071 0.91067 -1.37766
H: 4.24428 -1.79707 -2.24709
H: 5.89372 -1.17173 -2.03355
H: 4.83919 -0.48092 -3.27971
H: 3.94555 0.33021 0.74467
H: 5.56176 -0.28500 0.35465
H: 6.00690 -2.55648 0.04269
H: 5.58338 -4.82923 0.84837
H: 3.42960 -5.38360 1.97126
H: 1.69171 -3.66608 2.20468
C: 0.46515 -4.64225 -3.35766
As: 2.11272 -3.79043 -2.78948
C: 2.95989 -3.52398 -4.54938
C: 3.10718 -5.31168 -2.09327
S: 1.03247 -2.97710 -0.65252
H: 0.67907 -5.63720 -3.74511
H: 0.00726 -4.04434 -4.14512
H: -0.23681 -4.72893 -2.52714
H: 2.82717 -4.45259 -5.10287
H: 4.02241 -3.30882 -4.45875
H: 2.46130 -2.71168 -5.07471
H: 3.05059 -6.13429 -2.80578
H: 2.66217 -5.61892 -1.14852
H: 4.15176 -5.05579 -1.92102
S: -1.95168 -0.53291 -4.17383
C: -0.67088 -0.88648 -3.05697
N: 0.03478 0.10424 -2.64192
C: -0.40080 1.28642 -3.21927
C: 0.13712 2.55640 -3.00920
C: -0.40265 3.63048 -3.68661
C: -1.48108 3.46585 -4.55997
C: -2.03945 2.22133 -4.77264
C: -1.48701 1.13717 -4.10128
H: -0.50153 -1.90620 -2.73899
H: 0.95608 2.69284 -2.31382
H: 0.01922 4.61674 -3.54516
H: -1.88744 4.32377 -5.07865
H: -2.87654 2.08286 -5.44384

Atomic forces in eV per Å
0.5 0.7 0.2
0.0 0.1 0.0
0.1 0.0 0.1
0.0 0.0 0.0
-0.2 -0.1 -0.3
-0.1 0.3 0.2
-0.3 -0.7 0.4
0.2 0.3 -0.1
-0.3 0.3 -0.2
0.0 -0.7 0.0
-0.1 0.3 -0.1
0.1 -0.1 0.0
0.0 0.0 0.0
0.0 0.0 0.0
0.1 0.0 0.1
-0.3 -0.2 -0.2
-0.1 -0.8 0.1
0.2 0.6 0.0
-0.4 -0.2 -0.2
0.0 -0.5 -0.4
0.2 -0.4 0.2
-0.2 0.5 0.2
0.0 -0.3 -0.4
-0.1 0.1 0.5
0.1 -0.3 -0.2
0.0 0.3 0.1
-0.1 0.3 0.2
0.1 0.0 0.0
0.0 -0.1 -0.1
0.0 0.1 0.1
0.0 0.1 0.0
0.1 -0.3 -0.1
-0.3 0.3 -0.3
0.0 -0.2 0.0
0.0 0.0 0.0
-0.1 0.0 0.0
-0.1 -0.1 -0.1
0.3 0.1 0.4
0.3 0.8 0.2
0.2 0.0 0.3
-0.1 -0.1 0.0
0.0 0.0 0.0
0.0 0.0 0.0
0.0 0.0 0.0
0.0 0.0 0.0
0.0 0.0 0.0
0.0 0.0 0.0
-0.1 0.0 0.1
0.1 0.0 0.0
0.0 0.0 0.0
0.0 0.0 0.0
0.0 0.0 0.0
0.0 0.0 0.0
0.0 0.0 0.0
0.0 0.0 0.0
0.0 0.1 0.0
0.0 0.0 0.0
-0.5 0.2 -0.1
0.0 0.0 0.1
0.2 -0.3 -0.3
0.0 -0.2 0.3
0.1 -0.2 -0.1
0.0 0.3 -0.1
0.0 -0.2 0.1
-0.1 -0.1 0.0
0.1 0.0 0.1
-0.2 0.1 -0.1
0.1 0.0 0.0
0.1 0.0 0.1
0.0 -0.2 0.0
0.0 0.0 0.0
0.0 0.0 0.1
0.0 0.0 0.1
-0.1 0.1 0.1
0.0 0.1 -0.1
0.0 0.1 0.0
0.0 0.0 0.0
0.0 0.0 0.0
0.0 0.0 0.0
0.0 0.0 0.0
-0.1 0.0 0.0
0.2 -0.5 -0.1
-0.1 0.2 0.2
0.0 0.0 -0.1
0.2 0.2 -0.3
0.0 0.0 0.0
0.0 0.0 0.0
0.0 0.0 0.0
0.0 0.0 0.0
0.0 0.0 0.1
0.0 0.0 0.0
0.0 0.0 0.0
0.0 0.0 0.0
0.0 0.1 0.0
0.2 0.1 0.0
-0.2 0.0 -0.2
0.4 -0.1 0.1
-0.3 0.0 -0.3
0.0 0.0 0.0
0.1 0.0 0.1
-0.1 0.0 -0.1
0.0 0.0 0.0
0.1 -0.1 0.1
0.0 0.0 0.1
0.0 0.0 0.0
0.0 0.0 0.0
0.0 0.0 0.0
0.0 0.1 0.0


Entry 2:
Formula: C51H43BF3N4O8RuS2Si
Source: the Open Molecules 2025 dataset
Level of theory: ωB97M-V/def2-TZVPD

Results
Net charge: -2
<S²>: 0.8316
2S+1: 2
HOMO level (spin up / spin down) (eV): -2.51 / -2.84

Element x y z (Å)
Ru: 0.03492 -0.30439 -0.09883
O: -0.27864 -0.77005 2.25032
N: 0.69423 -0.99658 3.06513
C: 0.43552 -0.95395 4.38499
C: 1.38976 -1.23782 5.33062
C: 2.67251 -1.58606 4.91286
C: 2.94332 -1.60019 3.56725
C: 1.95912 -1.29158 2.62104
S: 2.32931 -1.27683 0.96058
H: -0.57960 -0.68518 4.63815
H: 1.13620 -1.19131 6.37666
H: 3.43590 -1.82941 5.63446
H: 3.91791 -1.85127 3.18420
O: 1.31518 2.06813 1.17736
H: 0.37445 1.98095 0.92290
H: 1.83772 1.48815 0.60484
O: 5.59474 -3.56332 -8.53246
S: 5.47390 -3.76747 -7.09509
O: 4.22950 -4.39588 -6.69042
O: 6.66657 -4.30776 -6.45177
C: 5.42926 -2.05962 -6.38445
N: 6.31998 -1.21998 -6.87183
C: 6.29705 -0.00658 -6.28938
C: 5.42249 0.33243 -5.28852
C: 4.50440 -0.65186 -4.84423
N: 4.56674 -1.87402 -5.44715
C: 3.50665 -0.48015 -3.84079
C: 3.22218 0.73944 -3.18168
C: 2.19510 0.79901 -2.27531
N: 1.43141 -0.25484 -1.93895
C: 1.71338 -1.43141 -2.53691
C: 2.69690 -1.58282 -3.47281
H: 7.02713 0.70111 -6.66805
H: 5.44132 1.31869 -4.85046
H: 3.79771 1.62903 -3.39535
H: 1.94866 1.73869 -1.78899
H: 1.09904 -2.26994 -2.23367
H: 2.88401 -2.53057 -3.95311
F: 1.59932 -9.51676 -0.20184
C: 0.37002 -9.04661 0.11385
F: 0.06064 -9.61672 1.29674
F: -0.46299 -9.62880 -0.79089
C: 0.26904 -7.56474 0.11092
C: -0.19467 -6.86593 1.23031
C: -0.36598 -5.50556 1.17529
C: -0.08672 -4.79692 -0.01175
C: 0.44753 -5.50666 -1.11342
C: 0.60706 -6.86612 -1.05671
C: -0.42851 -3.45904 -0.17892
C: -0.83783 -2.32643 -0.46292
H: -0.42506 -7.40914 2.13444
H: -0.73011 -4.95877 2.03227
H: 0.69420 -4.96510 -2.01279
H: 0.98008 -7.41087 -1.91064
O: -1.27949 1.57642 0.15026
Si: -2.52530 2.43531 -0.23404
C: -2.60196 2.75942 -2.11756
C: -3.40950 3.72410 -2.71058
C: -3.39510 3.93093 -4.07867
C: -2.56882 3.16581 -4.88558
C: -1.75824 2.19808 -4.31658
C: -1.77964 2.00706 -2.94789
C: -2.48520 4.16698 0.57360
C: -3.37601 4.54705 1.56945
C: -3.29290 5.78720 2.17885
C: -2.30393 6.68047 1.80321
C: -1.41049 6.32314 0.80717
C: -1.50794 5.08299 0.20239
C: -4.19175 1.64056 0.22817
C: -5.41430 2.22285 -0.08548
C: -6.60930 1.60960 0.24473
C: -6.60266 0.39054 0.90172
C: -5.39344 -0.20400 1.22303
C: -4.20330 0.41690 0.88644
H: -4.05194 4.33993 -2.09255
H: -4.02437 4.69648 -4.52036
H: -2.54790 3.32784 -5.95474
H: -1.10364 1.60583 -4.94120
H: -1.13287 1.26310 -2.49298
H: -4.15045 3.85776 1.87773
H: -3.99706 6.05825 2.95653
H: -2.22204 7.64357 2.29269
H: -0.63181 7.01301 0.50670
H: -0.80617 4.81264 -0.57351
H: -5.43609 3.17676 -0.59509
H: -7.55103 2.08091 -0.01201
H: -7.53857 -0.09082 1.16138
H: -5.38196 -1.15702 1.73521
H: -3.25795 -0.04884 1.13158
C: -3.12544 -2.36234 -7.54822
C: -3.97153 -1.22621 -6.95396
C: -3.50771 0.11935 -7.52527
C: -5.42285 -1.46944 -7.38089
C: -3.80870 -1.17553 -5.43865
C: -4.89310 -1.03149 -4.57636
C: -4.76885 -1.03676 -3.19072
C: -3.49977 -1.17992 -2.67579
O: -3.09676 -1.33757 -1.39311
B: -1.72433 -1.56720 -1.45807
O: -1.28624 -1.48547 -2.78946
C: -2.39401 -1.28057 -3.53029
C: -2.52525 -1.27598 -4.90159
H: -3.31719 -2.44649 -8.61684
H: -3.37772 -3.30829 -7.07370
H: -2.06311 -2.18660 -7.41750
H: -3.62064 0.14112 -8.60747
H: -2.46294 0.29258 -7.28696
H: -4.09514 0.92906 -7.09808
H: -5.47060 -1.57781 -8.46310
H: -6.06424 -0.63650 -7.10515
H: -5.80722 -2.38212 -6.93104
H: -5.88336 -0.93000 -4.98909
H: -5.62485 -0.96477 -2.53792
H: -1.65010 -1.38455 -5.51862

Atomic forces in eV per Å
1.2 -0.9 1.2
-1.0 0.4 -1.0
0.7 -0.1 0.0
-0.1 0.0 0.6
0.0 0.0 -0.1
0.0 0.1 -0.1
-0.2 0.0 0.4
-0.1 0.1 -0.3
-0.9 0.2 -1.0
0.0 0.0 -0.2
-0.1 0.0 0.1
0.1 0.0 0.1
0.1 0.0 0.0
0.3 0.3 0.1
0.0 0.0 -0.2
-0.2 -0.1 0.2
0.0 0.1 0.2
0.1 0.0 -0.2
0.1 0.2 0.1
-0.1 0.1 -0.1
0.6 -2.0 -1.5
0.3 1.7 0.4
0.4 -1.0 -0.8
-1.2 -0.3 1.0
2.5 -0.7 -2.6
-1.5 1.6 2.1
-2.2 0.2 2.1
0.7 -0.9 -0.9
-0.7 -0.1 0.5
-0.6 0.1 0.1
-0.6 0.4 0.6
1.1 0.7 -0.6
0.0 0.1 0.1
0.0 0.1 0.0
0.0 0.1 0.0
0.0 -0.1 0.0
0.0 0.1 0.0
0.0 -0.1 0.0
0.1 0.3 0.0
0.0 -0.9 -0.1
-0.1 0.3 0.2
0.0 0.3 0.0
0.0 0.5 0.0
0.2 -0.6 -0.3
0.1 0.5 -0.3
0.1 -1.0 0.0
-0.1 0.3 0.3
-0.1 -0.5 0.4
-0.5 1.2 -0.2
0.8 -0.2 0.4
0.0 0.0 0.1
-0.1 0.0 0.0
0.0 0.1 -0.1
0.1 0.0 -0.1
1.3 -1.3 0.0
-0.8 0.6 -0.6
0.0 0.0 0.6
-0.1 0.1 0.1
-0.2 0.1 -0.1
0.0 0.0 -0.1
0.0 0.1 -0.2
0.2 -0.3 0.2
-0.2 -0.5 -0.2
-0.2 -0.1 0.1
-0.1 0.2 0.2
0.0 0.1 0.1
0.1 0.1 0.0
0.1 0.0 -0.1
0.5 0.2 0.0
-0.1 0.1 0.0
-0.3 0.1 -0.1
-0.1 -0.1 0.1
-0.1 -0.2 0.1
0.2 -0.1 0.1
0.0 0.1 0.0
0.0 0.0 0.0
0.0 0.0 -0.1
0.0 -0.1 0.0
0.1 0.0 0.0
-0.1 -0.1 0.1
0.0 0.0 0.0
0.0 0.0 0.0
0.0 0.0 0.0
0.1 0.0 -0.1
0.0 0.1 -0.1
0.0 0.0 0.0
0.0 0.0 0.0
0.0 -0.1 0.0
0.1 -0.1 0.0
-0.1 0.2 0.1
-0.1 0.1 -0.2
-0.1 -0.2 0.0
0.2 0.1 0.1
-0.2 0.0 0.0
-0.1 0.0 -0.3
0.4 0.0 0.4
0.0 0.0 -1.0
-0.1 0.0 0.6
0.7 0.4 0.3
0.4 -0.1 -0.3
-0.9 0.0 -0.1
0.1 0.0 0.5
0.0 0.0 -0.1
0.0 -0.1 0.0
0.2 0.0 0.0
0.0 0.0 -0.2
0.2 0.1 0.1
0.0 0.1 0.1
0.0 0.0 -0.1
-0.1 0.1 0.1
-0.1 -0.1 0.1
-0.1 0.0 0.0
-0.1 0.1 0.1
0.2 0.0 -0.1